1.
DFT (ωB97M-V/def2-TZVPD) results for the ion C5H11IN with charge +1.

- charge = +1
- HOMO-LUMO gap (eV) = 9.70
- energy above the lowest of the compared OMol25 structures with the same formula, charge and spin (kcal/mol) = 44.9
- calculated total energy (Eh) = -549.230855

Last column: Mulliken charge in e.
Positions of all 18 atoms, in Å:
C: -0.3857 2.7460 0.0169  -0.8449
C: -0.6235 1.5160 0.5095  0.0904
C: 0.9463 -0.6345 -0.9505  -0.8043
C: -0.3443 -1.4855 1.1497  -0.7980
C: -1.1479 0.3351 -0.3125  -0.9616
N: -0.3302 -0.9405 -0.2583  -0.0704
I: -3.3014 -0.0810 -0.0505  0.2206
H: 0.0369 3.6678 0.3826  0.3023
H: -0.5071 3.0091 -1.0843  0.2092
H: -0.2701 1.4502 1.5216  0.2527
H: 1.6910 -0.2223 -0.2225  0.3819
H: 1.4490 -1.5705 -1.1365  0.4049
H: 0.9216 0.0217 -1.7750  0.3630
H: -1.2905 -1.9752 1.2095  0.3957
H: 0.4963 -2.1773 1.2143  0.3839
H: -0.2563 -0.8130 2.0354  0.2792
H: -1.0765 0.5906 -1.2907  0.7549
H: -0.9755 -1.5264 -0.8744  0.4403

Atomic forces in eV per Å
C -0.361 -0.436 -3.393
C 0.852 1.038 -0.312
C 2.485 -1.320 2.820
C 1.192 -0.664 0.076
C -0.571 1.046 2.822
N -2.248 1.666 -0.305
I 1.002 0.065 0.064
H 0.074 -0.440 1.504
H -0.457 -0.946 1.126
H -0.496 -0.844 0.583
H -1.071 0.213 -0.282
H -0.204 -0.460 -0.777
H -0.707 0.459 -0.976
H -0.440 -0.590 0.327
H -0.299 -0.242 0.042
H -0.007 0.297 -1.430
H -0.212 1.001 -2.929
H 1.467 0.158 1.041



2.
DFT (ωB97M-V/def2-TZVPD) results for an isolated molecule of C6H15O3P.

- charge = 0
- HOMO-LUMO gap (eV) = 8.19
- energy above the lowest of the compared OMol25 structures with the same formula, charge and spin (kcal/mol) = 65.0
- calculated total energy (Eh) = -804.578162

Last column: Mulliken charge in e.
Positions of all 25 atoms, in Å:
C: -0.0909 1.2997 -0.4701  0.8691
C: -1.5235 1.9854 -0.4056  -1.5360
C: 0.7605 1.3805 -1.6844  -1.6260
C: 1.7912 -1.7931 1.1637  -0.8733
C: -0.4585 1.0148 2.5036  -0.7186
C: -0.8178 -2.6480 -1.0081  -0.7011
O: 1.4741 -0.6865 0.2583  -0.4330
O: -0.5954 -0.1815 1.6732  -0.3937
O: -0.7308 -1.8434 0.1467  -0.3350
P: -0.1049 -0.2953 0.1783  0.7916
H: -1.9712 2.2088 -1.4619  0.3149
H: -1.3601 2.8507 0.1434  0.3794
H: -2.1742 1.3850 0.0376  0.4855
H: 1.3528 2.1946 -1.6820  0.4553
H: 0.1410 1.5470 -2.6885  0.2205
H: 1.5027 0.6012 -1.6651  0.4003
H: 2.4805 -2.5603 0.6412  0.2355
H: 1.0143 -2.4174 1.4112  0.4417
H: 2.2820 -1.2582 1.9589  0.2788
H: -1.3841 1.4297 2.7817  0.2847
H: 0.2010 1.6051 1.8420  0.3688
H: 0.0922 0.9444 3.4471  0.2667
H: -1.6225 -3.3245 -0.9975  0.2455
H: 0.0825 -3.1425 -1.0444  0.2715
H: -0.9693 -1.8670 -1.8051  0.3068

Atomic forces in eV per Å
C -2.356 -2.027 -0.319
C 3.636 0.737 -4.677
C -2.558 -0.751 -2.172
C 3.166 0.572 -2.328
C 2.467 -0.277 -1.721
C -0.463 3.840 -0.863
O -0.682 -1.058 -0.107
O -0.993 0.350 2.483
O -0.914 0.950 0.742
P 1.220 -0.230 1.211
H 0.984 -0.181 1.748
H -0.265 1.948 0.843
H -2.916 -2.487 2.219
H 1.926 3.344 0.286
H 1.257 -1.025 1.726
H -0.087 -0.707 -0.684
H -0.474 1.692 0.590
H -2.285 -0.631 1.007
H 0.208 -0.636 0.679
H -1.357 0.517 -0.376
H -0.777 0.842 0.642
H 0.076 -1.247 -0.187
H -1.176 -0.666 0.391
H 2.086 -1.388 -0.911
H 0.276 -1.484 -0.222



3.
DFT (ωB97M-V/def2-TZVPD) results for a structure of composition C28H34Ge2N2O2Pt.

- charge = -2
- HOMO-LUMO gap (alpha / beta) (eV) = 4.84 / 6.76
- energy above the lowest of the compared OMol25 structures with the same formula, charge and spin (kcal/mol) = 11.7
- 2S+1 = 3
- calculated total energy (Eh) = -5620.446436

Last column: Mulliken charge in e.
Positions of all 69 atoms, in Å:
Pt: 1.5425 0.1076 -1.8311  1.2941
C: 0.9326 4.6308 -1.1826  -1.1139
Ge: 2.5097 3.4506 -0.9202  0.6905
C: 4.0755 4.6490 -1.1776  -1.2800
C: 2.4915 2.9307 0.9793  -0.7802
C: 2.4927 1.9495 -2.0875  -1.1690
H: 0.9857 5.5043 -0.5267  0.3592
H: 0.0160 4.0811 -0.9586  0.1659
H: 0.8781 4.9697 -2.2191  0.3802
H: 4.0649 5.4780 -0.4648  0.3337
H: 4.0659 5.0635 -2.1887  0.3623
H: 5.0041 4.0896 -1.0510  0.3287
H: 2.2920 3.7955 1.6183  0.3730
H: 3.4486 2.4902 1.2629  0.3990
H: 1.7211 2.1759 1.1477  -0.1844
H: 3.1023 2.0578 -2.9904  0.3467
C: -2.5534 0.0543 1.7591  -1.7811
C: -1.2373 0.7689 1.4520  0.8374
C: -1.4965 2.2311 1.0915  -1.2235
O: -0.5756 0.1495 0.3921  -0.4219
H: -3.0364 0.4631 2.6541  0.3204
H: -2.3941 -1.0161 1.9053  0.3736
H: -3.2346 0.1668 0.9117  0.2856
H: -0.6130 0.7776 2.3570  0.3516
H: -2.2461 2.3037 0.3051  0.2397
H: -0.5760 2.6877 0.7247  -0.0372
H: -1.8516 2.7966 1.9592  0.4167
Ge: 0.7647 -1.1646 0.3802  0.5166
C: -0.3916 -2.8053 0.2975  -0.3444
C: -1.6307 -2.7810 -0.3414  -0.0366
C: -2.4086 -3.9255 -0.4589  -0.6943
C: -1.9516 -5.1341 0.0492  -0.4592
C: -0.7163 -5.1823 0.6838  -0.5504
C: 0.0473 -4.0283 0.8058  -0.3735
C: 1.1545 -1.2511 2.4066  0.0814
C: 2.4891 -1.4717 2.7554  -0.6265
C: 2.8948 -1.6622 4.0728  -0.6111
C: 1.9584 -1.6325 5.0949  -0.3313
C: 0.6215 -1.4268 4.7772  -0.7463
C: 0.2315 -1.2458 3.4568  0.1951
H: 0.9238 -1.4134 -2.0107  -0.1316
H: -1.9914 -1.8380 -0.7399  0.4194
H: -3.3752 -3.8715 -0.9492  0.4477
H: -2.5556 -6.0303 -0.0456  0.3337
H: -0.3476 -6.1196 1.0882  0.3611
H: 1.0027 -4.0832 1.3218  0.3422
H: 3.2422 -1.4826 1.9711  0.3105
H: 3.9435 -1.8273 4.2953  0.3946
H: 2.2623 -1.7773 6.1261  0.3287
H: -0.1283 -1.4185 5.5622  0.3734
H: -0.8279 -1.1388 3.2525  0.1935
O: 5.6487 -1.4187 -0.9103  -0.7993
C: 4.5135 -1.0082 -1.0045  0.5906
N: 3.4039 -0.6142 -1.0615  -0.6972
C: -0.0052 0.8446 -2.9850  -1.3437
C: -1.3788 0.3121 -2.8647  0.3495
C: -2.4145 1.0542 -2.2870  -0.0361
C: -3.7129 0.5851 -2.2448  -0.9415
C: -4.0221 -0.6563 -2.8044  0.6085
C: -3.0043 -1.4186 -3.3905  -0.7304
C: -1.7115 -0.9442 -3.4007  -0.2544
C: -5.3699 -1.1305 -2.8060  0.0654
N: -6.4614 -1.5039 -2.8181  -0.6721
H: -0.0245 1.9348 -2.9058  0.3974
H: 0.3420 0.5984 -3.9997  0.6319
H: -2.1804 2.0254 -1.8732  0.3815
H: -4.4937 1.1783 -1.7844  0.4143
H: -3.2364 -2.3855 -3.8189  0.4247
H: -0.9123 -1.5481 -3.8139  0.3512

Atomic forces in eV per Å
Pt 0.816 -0.635 -0.066
C -0.004 -0.046 0.018
Ge -0.011 -0.063 0.117
C -0.032 -0.012 -0.036
C -0.020 0.023 -0.044
C -0.138 -0.106 0.030
H -0.012 0.004 0.003
H 0.027 0.020 -0.022
H 0.019 0.010 0.000
H -0.003 -0.003 0.005
H 0.001 0.005 0.005
H -0.011 -0.005 0.020
H 0.007 -0.024 0.024
H 0.008 0.004 -0.018
H -0.012 -0.005 -0.030
H -0.026 0.010 -0.010
C -0.046 -0.024 0.055
C 0.079 0.015 -0.002
C 0.089 0.017 0.042
O -0.151 -0.073 -0.063
H -0.002 0.017 -0.017
H 0.012 0.037 -0.005
H 0.003 0.002 -0.027
H -0.020 -0.019 -0.026
H -0.075 -0.014 -0.078
H -0.016 -0.025 0.068
H -0.008 -0.015 0.006
Ge -1.034 0.894 0.227
C 0.104 -0.081 -0.018
C 0.007 0.134 0.002
C -0.036 0.021 -0.033
C 0.005 -0.043 0.023
C -0.019 -0.023 0.006
C 0.024 0.010 0.040
C 0.419 -0.219 -0.112
C 0.146 0.139 -0.075
C -0.021 0.025 0.022
C 0.023 -0.014 -0.009
C -0.015 0.000 0.045
C -0.139 -0.200 -0.047
H 0.042 0.274 0.037
H -0.007 -0.020 -0.001
H 0.001 -0.002 -0.012
H 0.010 0.002 0.004
H -0.017 0.000 -0.001
H 0.000 0.015 -0.028
H -0.031 0.005 -0.006
H -0.007 -0.004 0.004
H -0.003 0.006 -0.002
H 0.011 0.001 0.004
H 0.099 -0.006 0.010
O 0.120 -0.039 0.022
C -0.372 0.135 0.017
N 0.292 -0.105 -0.133
C -0.117 0.095 -0.066
C 0.065 -0.153 -0.060
C -0.036 -0.004 0.015
C 0.102 -0.019 0.005
C 0.005 -0.002 -0.034
C 0.052 0.045 0.067
C 0.005 0.034 0.035
C -0.158 -0.048 0.020
N 0.038 0.005 -0.005
H -0.067 -0.018 0.037
H 0.074 0.074 0.027
H 0.022 0.021 0.032
H -0.027 -0.017 -0.012
H -0.026 -0.014 0.011
H -0.010 0.000 -0.007